Entry 1:
{"formula": "C4H9FO", "method": "ωB97M-V/def2-TZVPD", "gap_ev": 11.0, "e_above_lowest_kj_mol": 320.2, "homo_energy_ev": -10.048, "mol_weight_g_mol": 92.11, "smiles": "OCCCCF", "energy_ev": -9055.33919, "charge": 0, "symbols": ["H", "H", "H", "O", "C", "H", "F", "C", "H", "C", "C", "H", "H", "H", "H"], "positions_angstrom": [[0.534063, 0.034658, 1.568039], [-0.670289, 1.481695, 0.125964], [-1.204091, -2.372351, 1.501879], [1.212796, 1.945086, -1.477765], [-1.309997, -1.454610, 0.952243], [0.579339, -1.305963, -0.131802], [-1.721739, -1.785804, -0.425766], [-0.069871, -0.555410, 0.718056], [0.912415, 1.650483, -2.295777], [-0.133516, 0.582460, -0.185750], [1.166492, 1.043160, -0.360222], [1.748741, 0.087930, -0.838171], [1.825152, 1.513795, 0.377541], [-2.348916, -1.138884, 1.606719], [-0.520580, 0.273754, -1.135188]], "forces_ev_per_angstrom": [[-1.206, -2.922, -0.751], [-0.837, -0.292, 0.419], [1.163, -0.630, -0.351], [1.253, 2.638, 2.567], [-3.004, 1.169, 0.122], [-1.124, 1.549, 3.502], [0.241, 0.283, 2.223], [1.678, -2.163, 0.086], [-0.932, -1.459, -1.702], [-4.282, 1.066, 0.391], [5.930, -1.158, -5.656], [-0.509, 1.784, 1.752], [-0.779, -0.276, 0.348], [2.781, 0.368, -2.292], [-0.372, 0.044, -0.660]]}

Entry 2:
{"formula": "C29H55Br9F6N6O10", "method": "ωB97M-V/def2-TZVPD", "gap_ev": 8.7, "homo_energy_ev": -9.365, "mol_weight_g_mol": 1480.91, "energy_ev": -707067.84983, "charge": 0, "symbols": ["H", "Br", "H", "C", "F", "H", "Br", "H", "H", "H", "C", "C", "C", "O", "H", "C", "H", "H", "H", "C", "H", "H", "H", "C", "N", "H", "C", "H", "H", "N", "C", "C", "F", "Br", "H", "F", "H", "H", "O", "F", "H", "H", "C", "C", "C", "H", "H", "H", "H", "N", "N", "H", "Br", "H", "H", "H", "H", "H", "H", "N", "H", "H", "H", "C", "C", "C", "H", "O", "O", "H", "O", "Br", "Br", "H", "C", "C", "N", "H", "Br", "C", "C", "H", "C", "O", "C", "H", "H", "H", "H", "O", "F", "F", "Br", "O", "H", "H", "H", "Br", "H", "O", "C", "C", "C", "C", "C", "H", "C", "C", "H", "H", "H", "H", "H", "O", "H"], "positions_angstrom": [[4.071583, -3.728340, -2.906820], [-2.418487, -0.436240, 3.590410], [-1.551247, 5.443580, -1.024280], [4.730313, 0.756910, -6.307610], [4.962953, -0.229130, 4.581370], [1.438353, -1.074320, -2.217460], [0.524043, -4.350230, 1.952820], [-1.360927, 5.758200, -2.746820], [-1.326397, -4.386390, -5.049260], [4.318753, -1.670360, -2.960550], [-1.566487, 4.980750, -2.011020], [-3.612147, 1.083430, -0.178160], [4.915953, -3.485050, -2.261890], [-4.516327, -3.421140, 0.510780], [0.487553, 1.959220, -4.343740], [3.606413, 1.255720, -4.110980], [-3.348457, 5.048370, 3.974720], [-3.545507, -1.129400, -3.666170], [-2.811037, 1.822480, -0.188580], [-0.184467, 1.722490, -3.518850], [1.347913, 3.799580, 5.838720], [4.525733, 0.463090, -1.229810], [0.346233, 0.980110, 6.124470], [-0.585167, 3.798550, -2.225280], [0.183303, -1.420470, -0.589070], [0.364993, 1.334120, -2.661320], [-4.004447, -3.024650, 1.740830], [-3.886687, -0.084750, 5.364150], [-2.601817, 4.719700, -2.230180], [-3.070087, -0.832670, -1.663870], [-3.478287, 0.463630, -1.604870], [0.502313, -0.791180, 1.674930], [-7.160417, -4.070370, -1.329820], [3.774053, -3.990950, 2.551970], [-4.131467, -4.662230, 2.989790], [4.912983, 0.800190, 6.442220], [0.266723, 2.991540, 1.563090], [2.465533, -1.299460, -0.830120], [0.509453, 3.760380, -1.581830], [-5.138247, -3.846800, -2.042670], [4.119463, 3.066350, -2.855260], [5.838213, -3.772680, -2.766680], [-1.726587, 4.376460, 2.727000], [-5.750307, -2.895230, 0.112410], [-3.043637, 5.084830, 2.928850], [-3.789167, 4.602200, 2.296890], [-2.978297, -3.322040, 1.524800], [-0.448787, 1.904550, 2.694240], [2.290933, -6.172840, 2.105130], [4.287063, 1.573290, -5.193920], [4.778033, -2.073570, -2.156440], [-0.916427, 1.804130, 0.925670], [-0.122467, -4.090160, -2.766600], [0.744763, 1.779300, 4.523190], [-5.675847, -3.730650, 2.854520], [-4.246007, -3.272530, 3.917310], [5.821173, 0.645320, -2.305210], [4.548373, 2.545560, -5.274560], [4.912863, -4.091900, -1.356450], [-1.733177, 3.448770, 1.777480], [1.575843, 0.146740, -0.970930], [-3.063597, -2.518240, -2.778670], [0.952523, 2.848370, 7.326530], [1.488813, -0.926760, -1.138670], [-4.592947, -3.675030, 2.965610], [-0.399227, -1.253260, 0.587980], [-0.948657, 0.955900, -3.647070], [2.372013, 1.314310, 5.859720], [6.435953, -1.922130, -0.641530], [-2.563977, -1.149680, -0.849340], [-6.492787, -2.245130, 0.820260], [-3.148837, 2.307320, 5.255220], [2.762383, -5.333820, -0.285320], [0.261083, 0.034540, 2.344330], [3.326793, 2.347360, -3.062210], [-6.082697, -3.277380, -1.379280], [-0.890327, 2.962240, -3.204830], [-0.292187, 3.366110, 6.089330], [0.159773, -2.315200, -5.315190], [5.682333, -1.407870, -1.461480], [-2.795107, -1.476820, -2.956040], [5.804163, 0.578710, -6.251210], [-0.652417, 2.442840, 1.768560], [-0.767117, 4.613450, 3.470820], [5.544673, 0.113030, -1.395100], [-1.826787, 3.022750, -3.578310], [6.058713, 0.550950, -0.539480], [2.548403, 2.941980, -3.540360], [-2.860257, 6.119310, 2.638470], [-3.635517, 1.206380, -2.615790], [-6.460137, -2.152920, -2.016260], [4.375053, -1.448260, 6.349880], [-5.510167, 0.829980, 3.492220], [2.003123, -0.630200, 4.918950], [-2.435687, 3.476540, 1.052360], [-3.955597, -1.943160, 1.867640], [1.474413, -0.475800, 1.295920], [0.851093, -5.470610, -5.502860], [-0.491167, -1.668690, -1.298710], [-1.602097, -1.271530, 0.690980], [0.724333, 3.018930, 6.274420], [0.983483, 1.678440, 5.581940], [2.797473, 0.139110, 5.501400], [2.333633, -5.163230, 1.696530], [-3.842877, 0.629730, 4.542140], [4.222423, -0.207260, -6.284520], [-0.319417, -4.108460, -4.738070], [4.297743, -0.214140, 5.752480], [2.911033, 2.008760, -2.113210], [0.690723, -1.637060, 2.336060], [-1.820827, -1.413480, -3.440680], [-3.385687, 0.332780, 0.579040], [-4.568757, 1.559970, 0.036080], [3.252803, 0.099440, -3.941700], [4.646903, 1.243080, -7.279610]], "forces_ev_per_angstrom": [[0.052, -0.829, 0.086], [-0.746, 1.093, 0.064], [0.458, -0.355, -0.016], [0.367, -0.670, 0.224], [-0.577, -0.697, 0.422], [-0.007, -0.008, 0.051], [1.256, -0.763, -0.208], [0.391, 0.045, 0.023], [0.174, 0.357, 0.318], [-0.028, 0.677, 0.288], [-0.234, -0.445, -0.488], [0.542, -0.963, -0.981], [-0.137, -1.272, -1.009], [-3.700, 0.512, -2.573], [-0.070, -0.839, -0.150], [0.078, -0.992, 1.904], [0.133, -0.010, -0.153], [0.147, 0.254, -0.016], [-0.116, 0.164, 0.216], [-0.223, 0.424, 0.743], [0.213, -0.019, 0.236], [-0.409, -0.558, -0.150], [0.065, -0.512, -0.679], [2.582, 1.864, 2.240], [1.542, -0.693, -1.812], [0.341, 0.558, 0.038], [1.859, 1.104, 1.038], [-1.081, 0.656, 0.027], [-0.085, -0.371, 0.083], [0.233, 1.003, -1.028], [-0.153, 2.185, -1.207], [1.542, -0.204, 1.069], [0.005, -0.394, -0.198], [-1.500, -1.301, -0.740], [-0.631, -0.506, 0.018], [-0.737, -1.730, 0.204], [0.203, -0.250, -0.305], [-0.505, -0.919, 0.573], [-2.543, -0.314, -1.356], [1.193, -0.767, -0.657], [0.347, -0.323, -0.197], [0.134, 0.057, -0.218], [0.077, 1.070, 1.967], [1.180, 0.049, 1.813], [0.341, 0.218, -0.586], [-0.290, 0.358, 0.118], [0.328, 0.108, 0.971], [-0.933, 0.133, 0.084], [0.284, 0.414, 0.049], [1.057, 2.447, -1.653], [-0.298, -0.491, -0.759], [0.477, -0.398, 0.288], [-0.306, -0.390, -0.783], [0.421, -0.592, 0.005], [0.087, -0.010, 0.471], [-0.327, 0.688, -0.234], [0.362, -0.164, -0.120], [-0.001, -0.062, 0.083], [-0.270, 0.712, 0.191], [0.824, -1.406, 0.244], [-0.256, 0.193, -0.046], [0.431, -0.224, -0.243], [-0.208, 0.531, 0.072], [-0.704, 0.567, -0.154], [0.500, -1.205, -0.451], [1.654, 2.695, 0.471], [0.096, 0.059, -0.893], [0.943, 1.258, 0.470], [0.071, -0.607, -0.864], [-0.143, -0.347, 0.478], [1.312, -1.081, -1.550], [-0.321, -0.706, -0.467], [-0.622, 0.037, 1.807], [-1.017, -0.219, -0.402], [-0.451, 0.377, -1.060], [-1.656, 1.542, 1.743], [-0.888, -0.824, -0.273], [-0.083, -0.350, 0.215], [-0.187, -0.465, -0.269], [0.534, 2.360, 2.979], [-1.595, -0.480, 0.398], [0.116, -0.232, 0.401], [0.013, 1.348, -1.402], [-0.568, -0.676, -0.640], [-0.455, 0.805, -0.328], [0.028, -0.039, 0.130], [0.536, -0.490, -0.229], [-0.262, 0.259, 0.245], [-0.414, 0.125, 0.051], [0.152, -1.856, 1.959], [0.267, -0.143, -0.019], [0.303, 2.112, -0.592], [1.316, -0.237, 0.804], [2.924, 0.892, 1.333], [0.103, -0.340, 0.365], [-0.443, 0.097, -0.473], [0.093, -0.368, -0.193], [-0.311, 0.450, 0.170], [0.218, -0.066, -0.182], [-2.080, -1.084, 0.572], [0.798, -0.270, -0.537], [-0.649, 0.825, 1.091], [-3.689, -2.205, -2.298], [0.306, 1.399, -0.834], [0.855, -0.737, -0.243], [-0.048, 0.191, -0.112], [0.776, 0.008, 0.582], [0.215, 0.810, -0.052], [0.128, -0.400, -0.357], [0.148, 0.003, 0.077], [0.226, 0.384, 0.544], [-0.057, 0.135, 0.102], [0.041, -0.088, -0.383], [-0.648, -0.837, 0.446], [-0.729, 0.178, 0.170]]}

Entry 3:
{"formula": "C5H9P", "method": "ωB97M-V/def2-TZVPD", "gap_ev": 8.8, "e_above_lowest_kj_mol": 105.6, "homo_energy_ev": -8.564, "mol_weight_g_mol": 100.10, "smiles": "C=PC=C(C)C", "energy_ev": -14617.22516, "charge": 0, "symbols": ["C", "H", "P", "H", "C", "H", "C", "H", "H", "H", "H", "H", "C", "C", "H"], "positions_angstrom": [[-0.756174, -1.553294, -0.663303], [-1.171766, -0.868757, -1.426453], [-0.240796, 1.290020, -1.554237], [1.030791, 3.022347, -0.617031], [0.137589, 0.607155, 0.059226], [0.886078, -0.462262, 2.222714], [0.212964, 2.870861, -1.372859], [-1.660604, -2.133797, -0.330110], [-0.575048, -1.590248, 2.392525], [0.867678, 1.169186, 0.557180], [-0.090787, 3.701853, -2.094259], [0.021855, -2.158976, -1.035119], [-0.069129, -0.674050, 0.358480], [0.304643, -1.229846, 1.763251], [1.102706, -1.990193, 1.739994]], "forces_ev_per_angstrom": [[-1.934, 1.157, 0.840], [0.451, -0.803, 0.001], [-1.341, 0.555, -0.502], [-1.250, 0.672, -0.476], [1.015, -0.755, -1.508], [-0.258, 0.946, 0.905], [0.996, 0.763, -0.247], [1.206, 0.243, 0.152], [1.183, 0.584, -0.941], [0.526, 0.940, 1.538], [0.826, -1.389, 1.034], [0.534, -1.162, -0.863], [-1.103, -0.914, 1.415], [-0.109, -0.354, -0.896], [-0.743, -0.484, -0.450]]}